#P
Density functional theory data (wB97M-V/def2-TZVPD) for an isolated ion of composition C5H14N3 and charge +1.

Values from the calculation:
HOMO energy = -11.39 eV
total charge = +1
frontier orbital gap = 8.47 eV

Geometry (Å):
C: -0.80 1.51 2.40
C: 0.25 1.07 1.40
N: 0.76 -0.36 1.69
C: -0.20 1.10 -0.10
C: 0.04 -0.15 -0.88
N: 1.45 -0.40 -1.10
C: -0.97 -0.77 -1.52
N: -0.79 -1.89 -2.31
H: -0.48 1.20 3.40
H: -1.85 1.21 2.27
H: -0.91 2.59 2.30
H: 1.15 1.66 1.59
H: 1.56 -0.47 1.05
H: 1.00 -0.52 2.66
H: 0.04 -1.02 1.41
H: -1.26 1.38 -0.11
H: 0.34 1.94 -0.57
H: 1.58 -1.28 -1.58
H: 1.85 0.38 -1.61
H: -2.03 -0.66 -1.31
H: -1.58 -2.32 -2.73
H: 0.11 -2.24 -2.59


#Q
Density functional theory data (wB97M-V/def2-TZVPD) for a 2-piece molecular cluster, C5H14N3 overall.

Values from the calculation:
HOMO energy = -13.74 eV
total charge = +1
frontier orbital gap = 10.94 eV

Geometry (Å):
C: -1.59 -2.11 0.04
C: -1.47 -1.72 1.52
C: -0.65 -1.14 -0.70
C: -0.87 -0.32 1.46
C: 1.72 2.62 -1.14
N: 2.88 2.00 -1.20
N: 0.64 2.07 -0.66
N: 0.06 -0.36 0.33
H: -1.30 -3.15 -0.13
H: -2.61 -1.99 -0.31
H: -2.43 -1.74 2.03
H: -0.79 -2.40 2.05
H: 0.07 -1.65 -1.34
H: -1.22 -0.44 -1.32
H: -1.64 0.42 1.25
H: -0.35 -0.03 2.38
H: 1.68 3.64 -1.51
H: 2.98 1.05 -0.89
H: 3.69 2.46 -1.58
H: -0.20 2.63 -0.65
H: 0.51 1.05 -0.25
H: 0.88 -0.90 0.62


Which structure loses on stability? #P does.